ORCA calculation (ωB97M-V with the def2-TZVPD basis set) on a single C3H4N2O2 molecule at a distorted geometry.

Geometry (Å):
N  -3.504  -0.575  -0.138
C  -2.381  -0.342  0.048
C  -1.133  0.376  0.286
O  -0.130  -0.139  -0.507
N  1.181  0.377  -0.274
C  1.906  -0.663  -0.127
O  3.119  -0.358  0.188
H  -1.205  1.472  -0.071
H  -0.879  0.476  1.307
H  1.562  1.148  -0.734
H  1.465  -1.772  0.022

Values from the calculation:
ΔE to the lowest compared entry with this formula, charge and spin	517.2	kJ/mol
structure (SMILES)	N#CCONC=O
highest occupied orbital energy	-10.24	eV
net charge	0
HOMO-LUMO gap	10.57	eV

***

ORCA calculation (ωB97M-V with the def2-TZVPD basis set) on a single C5H6N2O2 molecule at a distorted geometry.

Geometry (Å):
C  0.369  -0.127  0.457
C  2.556  -1.211  0.675
C  0.343  0.610  -0.768
C  1.111  0.920  -1.755
C  -1.009  1.413  -0.749
N  1.314  -0.906  1.016
N  2.987  -0.539  -0.426
O  4.099  -0.835  -0.826
O  1.697  1.211  -2.699
H  -0.486  -0.015  1.032
H  3.123  -1.833  1.243
H  -1.504  1.257  0.152
H  -0.896  2.418  -0.938
H  -1.766  1.009  -1.447
H  1.018  -1.364  1.823

Values from the calculation:
ΔE to the lowest compared entry with this formula, charge and spin	514.6	kJ/mol
highest occupied orbital energy (alpha / beta)	-7.17 / -7.39	eV
net charge	0
HOMO-LUMO gap (alpha / beta)	7.03 / 7.25	eV

***

ORCA calculation (ωB97M-V with the def2-TZVPD basis set) on 2 unconnected molecules or ions with the total composition C18H26NO4P at a distorted geometry.

Geometry (Å):
C  0.920  -4.459  -0.077
C  0.164  -3.801  -1.234
P  -0.380  -2.058  -0.942
C  0.232  -1.546  0.728
C  -0.943  -1.563  1.729
N  0.417  -1.089  -2.165
C  1.803  -1.353  -2.382
O  2.268  -2.200  -3.111
C  2.532  -0.298  -1.625
C  3.837  -0.226  -1.190
C  4.226  0.921  -0.518
C  3.320  1.975  -0.308
C  2.007  1.925  -0.753
C  1.049  3.075  -0.554
C  0.330  3.096  0.811
C  1.287  3.026  2.010
C  -0.816  2.059  0.926
C  1.629  0.754  -1.411
C  0.330  0.355  -1.989
O  -0.623  1.015  -2.306
H  1.928  -4.064  0.037
H  0.988  -5.533  -0.269
H  0.370  -4.358  0.859
H  -0.770  -4.351  -1.357
H  0.717  -3.920  -2.166
H  0.647  -0.536  0.714
H  1.009  -2.215  1.110
H  -1.806  -1.041  1.311
H  -1.257  -2.590  1.915
H  -0.634  -1.072  2.651
H  4.524  -1.039  -1.386
H  5.246  1.016  -0.168
H  3.668  2.853  0.221
H  1.634  3.995  -0.641
H  0.293  3.020  -1.335
H  -0.157  4.074  0.868
H  2.242  3.501  1.782
H  0.849  3.573  2.846
H  1.445  1.993  2.316
H  -1.785  2.548  0.962
H  -0.842  1.401  0.061
H  -0.688  1.444  1.816
O  -4.247  -0.632  1.639
C  -5.312  -0.142  0.989
C  -4.991  0.565  -0.441
O  -6.058  1.065  -1.071
H  -5.879  0.657  1.536
H  -6.098  -0.896  0.724
H  -4.435  -0.238  -0.992
H  -4.193  1.311  -0.170

Values from the calculation:
ΔE to the lowest compared entry with this formula, charge and spin	0.0	kJ/mol
highest occupied orbital energy	1.98	eV
net charge	-2
HOMO-LUMO gap	2.03	eV

***

ORCA calculation (ωB97M-V with the def2-TZVPD basis set) on a molecular structure, CoF6N3O12S6 at a distorted geometry.

Geometry (Å):
Co  0.261  0.839  -0.280
N  1.675  -0.207  0.620
S  2.406  -1.558  0.734
O  2.093  -2.411  1.901
O  3.637  -1.676  0.024
F  1.516  -2.278  -0.442
S  2.580  0.387  1.907
O  4.021  0.430  1.799
O  1.943  0.177  3.178
F  2.205  1.910  1.624
N  -1.268  1.023  0.994
S  -2.526  1.870  1.079
O  -2.435  2.970  2.045
O  -3.831  1.281  0.832
F  -2.225  2.646  -0.312
S  -1.654  0.197  2.476
O  -2.911  -0.525  2.597
O  -1.055  0.695  3.691
F  -0.651  -1.051  2.056
N  -0.263  0.057  -2.004
S  -1.493  -0.723  -2.633
O  -1.727  -2.079  -2.146
O  -2.001  -0.262  -3.917
F  -2.606  0.153  -1.914
S  0.702  -0.457  -3.305
O  0.698  0.511  -4.434
O  0.833  -1.850  -3.560
F  2.076  -0.068  -2.610

Values from the calculation:
ΔE to the lowest compared entry with this formula, charge and spin	0.0	kJ/mol
spin multiplicity	5
highest occupied orbital energy (alpha / beta)	-11.98 / -11.85	eV
net charge	0
expectation value of S²	6.019
HOMO-LUMO gap (alpha / beta)	8.09 / 3.44	eV

***

ORCA calculation (ωB97M-V with the def2-TZVPD basis set) on 2 unconnected molecules or ions with the total composition C2H5NSi at a distorted geometry.

Geometry (Å):
C  1.238  0.261  2.781
C  1.233  0.012  1.609
N  0.708  -0.393  -1.214
Si  -0.872  0.148  -1.123
H  1.023  0.818  3.676
H  0.892  -1.387  -1.226
H  -1.275  1.646  -1.272
H  -2.155  -0.618  -0.610
H  -0.791  -0.486  -2.620

Values from the calculation:
ΔE to the lowest compared entry with this formula, charge and spin	734.9	kJ/mol
highest occupied orbital energy (alpha / beta)	-9.64 / -10.69	eV
net charge	0
HOMO-LUMO gap (alpha / beta)	7.00 / 9.45	eV

***

ORCA calculation (ωB97M-V with the def2-TZVPD basis set) on a molecular structure, C12H21Cl2CuN3S.

Geometry (Å):
Cu  -0.208  0.889  2.362
Cl  -1.403  3.144  2.819
C  -2.185  2.337  4.194
Cl  -1.182  0.969  4.727
H  -3.144  1.956  3.874
H  -2.276  3.043  5.009
C  3.669  -2.013  -0.957
C  3.912  -0.509  -0.992
N  3.342  0.190  0.166
C  2.149  0.743  0.389
S  1.933  1.523  1.927
N  1.144  0.764  -0.494
C  1.003  0.244  -1.860
C  1.385  1.262  -2.927
H  4.148  -2.491  -1.813
H  2.603  -2.248  -0.985
H  4.088  -2.447  -0.047
H  3.543  -0.064  -1.908
H  4.981  -0.312  -0.965
H  3.931  0.235  0.982
H  0.388  1.352  -0.182
H  -0.045  -0.032  -1.971
H  1.571  -0.673  -1.964
H  0.787  2.168  -2.826
H  1.208  0.845  -3.919
H  2.437  1.545  -2.855
N  -1.000  -0.905  1.661
C  -2.053  -0.856  0.651
C  -2.536  -2.026  0.081
C  -3.526  -1.964  -0.888
C  -4.035  -0.737  -1.290
C  -3.552  0.432  -0.720
C  -2.558  0.371  0.249
H  -1.324  -1.422  2.473
H  -0.218  -1.438  1.294
H  -2.143  -2.985  0.401
H  -3.903  -2.878  -1.329
H  -4.808  -0.692  -2.047
H  -3.948  1.393  -1.026
H  -2.176  1.281  0.704

Values from the calculation:
ΔE to the lowest compared entry with this formula, charge and spin	17.4	kJ/mol
highest occupied orbital energy	-11.53	eV
net charge	+1
HOMO-LUMO gap	9.32	eV

***

ORCA calculation (ωB97M-V with the def2-TZVPD basis set) on a single C6H8 molecule at a distorted geometry.

Geometry (Å):
C  -1.150  -0.297  1.847
C  -0.993  -1.518  2.152
C  -0.964  0.887  0.922
C  0.150  0.711  -0.058
C  0.295  -0.365  -0.767
C  1.469  -0.487  -1.729
H  -1.872  -0.422  2.746
H  -1.867  1.031  0.176
H  -0.866  1.700  1.515
H  0.729  1.562  -0.385
H  -0.199  -1.272  -0.492
H  1.127  -0.754  -2.667
H  2.105  -1.231  -1.290
H  2.037  0.455  -1.971

Values from the calculation:
ΔE to the lowest compared entry with this formula, charge and spin	409.5	kJ/mol
highest occupied orbital energy	-9.65	eV
net charge	0
HOMO-LUMO gap	10.39	eV